ORCA calculation (ωB97M-V/def2-TZVPD) on a 15-piece molecular cluster, C30H90O15 overall.

LUMO level	0.011	hartree
energy	-2325.47712	Eh
HOMO level	-9.4	eV

```
! wB97M-V def2-TZVPD RIJCOSX def2/J DEFGRID3
* xyz 0 1
C -2.78 2.34 1.84
C -3.21 3.03 0.56
O -2.34 2.58 -0.47
H -3.49 2.46 2.66
H -1.77 2.63 2.12
H -2.72 1.27 1.61
H -3.15 4.13 0.61
H -4.24 2.82 0.27
H -2.66 2.85 -1.35
C -4.80 -0.57 -1.54
C -5.86 -0.73 -0.46
O -7.08 -1.08 -1.11
H -3.80 -0.41 -1.12
H -5.00 0.33 -2.12
H -4.73 -1.48 -2.13
H -5.99 0.19 0.11
H -5.52 -1.46 0.29
H -7.76 -1.09 -0.43
C 2.74 -0.03 -4.67
C 2.18 0.06 -3.27
O 1.01 0.87 -3.31
H 2.92 0.95 -5.11
H 2.05 -0.55 -5.33
H 3.72 -0.51 -4.63
H 2.93 0.46 -2.57
H 1.91 -0.93 -2.87
H 0.68 1.00 -2.39
C 6.41 3.33 -0.60
C 5.37 2.28 -0.92
O 4.60 2.67 -2.07
H 7.16 3.39 -1.39
H 6.97 3.08 0.31
H 5.91 4.29 -0.48
H 4.68 2.21 -0.07
H 5.82 1.30 -1.09
H 4.81 2.06 -2.79
C -1.65 2.74 -4.19
C -2.55 3.83 -3.66
O -3.60 3.30 -2.84
H -0.75 3.13 -4.66
H -2.17 2.13 -4.94
H -1.37 2.04 -3.40
H -2.97 4.40 -4.50
H -1.97 4.52 -3.05
H -4.25 2.91 -3.43
C 0.28 -2.46 3.83
C 0.11 -1.14 4.57
O -0.96 -0.42 3.96
H -0.64 -3.04 3.79
H 1.07 -3.06 4.29
H 0.60 -2.19 2.82
H 1.04 -0.58 4.57
H -0.18 -1.37 5.61
H -0.87 0.54 4.06
C -3.26 -4.99 -0.97
C -3.75 -3.91 -0.05
O -2.66 -3.07 0.33
H -2.61 -5.70 -0.45
H -2.72 -4.58 -1.83
H -4.06 -5.61 -1.38
H -4.12 -4.35 0.89
H -4.60 -3.33 -0.44
H -2.86 -2.57 1.15
C 1.18 2.68 3.34
C -0.15 3.37 3.46
O -1.13 2.38 3.86
H 2.04 3.35 3.27
H 1.22 2.11 2.40
H 1.36 1.99 4.16
H -0.45 3.79 2.50
H -0.12 4.17 4.20
H -1.93 2.89 4.06
C 0.69 -4.06 -1.64
C 0.81 -3.95 -0.12
O -0.27 -4.51 0.57
H 1.47 -3.44 -2.11
H -0.28 -3.71 -2.01
H 0.87 -5.09 -1.94
H 1.08 -2.92 0.17
H 1.66 -4.57 0.18
H -1.06 -3.92 0.49
C 1.70 -0.16 0.38
C 0.28 0.34 0.52
O -0.10 0.94 -0.73
H 1.78 -0.94 -0.39
H 2.01 -0.65 1.31
H 2.39 0.64 0.13
H 0.17 1.06 1.34
H -0.44 -0.46 0.74
H -0.94 1.42 -0.57
C -1.73 -1.49 -3.12
C -1.10 -1.76 -4.49
O -0.71 -0.54 -5.12
H -2.38 -0.62 -3.16
H -0.90 -1.22 -2.47
H -2.33 -2.30 -2.72
H -1.75 -2.29 -5.18
H -0.19 -2.36 -4.36
H -0.07 -0.08 -4.53
C 0.63 4.85 0.07
C 1.67 3.86 -0.39
O 2.89 4.56 -0.63
H 0.99 5.40 0.94
H -0.23 4.29 0.45
H 0.32 5.55 -0.70
H 1.39 3.42 -1.36
H 1.79 3.03 0.31
H 3.45 4.04 -1.22
C 4.18 -2.21 -1.20
C 4.68 -0.86 -0.74
O 5.78 -1.07 0.14
H 3.47 -2.11 -2.03
H 3.63 -2.80 -0.46
H 4.97 -2.85 -1.59
H 3.89 -0.34 -0.17
H 4.93 -0.25 -1.61
H 6.06 -0.23 0.51
C -5.07 -0.96 3.62
C -3.92 -1.94 3.55
O -2.94 -1.58 2.59
H -5.51 -0.80 2.64
H -4.75 0.04 3.94
H -5.83 -1.32 4.32
H -4.36 -2.89 3.21
H -3.45 -2.13 4.52
H -2.21 -1.09 3.06
C 3.87 -2.35 2.67
C 4.48 -1.19 3.42
O 3.90 -1.13 4.72
H 2.84 -2.18 2.38
H 3.91 -3.27 3.26
H 4.42 -2.55 1.75
H 4.28 -0.28 2.83
H 5.56 -1.32 3.49
H 4.09 -0.27 5.10
*
```

***

ORCA calculation (ωB97M-V/def2-TZVPD) on a 15-piece molecular cluster, C2H31O16 overall.

LUMO level	0.085	hartree
energy	-1298.81912	Eh
HOMO level	-7.2	eV

```
! wB97M-V def2-TZVPD RIJCOSX def2/J DEFGRID3
* xyz -1 1
C -0.42 0.17 -0.44
C 0.78 -0.37 0.22
O 1.36 -1.36 -0.28
O 1.17 0.25 1.27
H -1.29 -0.40 -0.10
H -0.31 0.03 -1.51
H -0.62 1.22 -0.26
O 2.63 0.12 3.82
H 2.32 0.75 4.48
H 2.09 0.32 3.03
O 1.33 1.87 -2.41
H 1.53 2.21 -1.51
H 2.00 2.29 -2.98
O 3.66 0.08 -1.24
H 3.20 -0.32 -0.49
H 2.98 0.19 -1.91
O 0.09 -0.09 -4.33
H -0.07 -0.79 -3.66
H 0.56 0.60 -3.85
O -1.87 -2.42 3.09
H -2.73 -2.49 3.52
H -1.77 -1.47 2.92
O -0.68 -4.20 1.32
H -1.14 -3.48 1.80
H 0.11 -3.79 0.97
O -1.12 3.29 0.46
H -1.83 2.69 0.76
H -1.17 3.26 -0.51
O -1.17 3.22 -2.51
H -0.32 2.78 -2.70
H -1.84 2.60 -2.83
O -3.12 1.47 1.30
H -3.64 0.70 1.02
H -2.25 1.09 1.53
O 2.30 -2.62 2.98
H 1.92 -2.37 2.12
H 2.46 -1.77 3.42
O -0.16 -2.47 -2.36
H 0.45 -2.12 -1.66
H 0.14 -3.38 -2.52
O 1.77 2.95 0.00
H 0.95 3.37 0.31
H 1.68 2.02 0.27
O -2.83 -1.84 -3.24
H -2.65 -1.65 -4.17
H -1.94 -1.91 -2.83
O -1.18 0.43 3.12
H -1.02 0.92 3.93
H -0.32 0.44 2.64
*
```

***

HOMO-LUMO gap (eV)
9.72, 9.51